59
Properties=species:S:1:pos:R:3 method="wB97M-V/def2-TZVPD" relative_energy_kj_mol=136.5 largest_force_ev_per_a=2.51 charge=+1 homo_ev="-10.79 / -10.86" orbital_gap_ev="5.759 / 6.095" total_energy_ev=-114895.305
Os -0.334 0.616 -1.145
N -1.118 -1.355 -1.885
C -0.848 -1.823 -3.219
C -0.476 -3.142 -3.419
C -0.326 -3.635 -4.703
C -0.586 -2.806 -5.783
C -0.900 -1.476 -5.575
C -0.999 -0.943 -4.285
C -1.004 0.521 -4.119
C -1.539 1.312 -5.141
C -1.150 2.625 -5.315
C -0.150 3.154 -4.505
C 0.287 2.430 -3.415
C -0.230 1.157 -3.111
H -0.979 -2.128 -1.240
H -2.100 -1.081 -1.823
H -0.299 -3.791 -2.568
H -0.020 -4.659 -4.858
H -0.505 -3.183 -6.793
H -1.034 -0.823 -6.425
H -2.261 0.871 -5.816
H -1.578 3.210 -6.117
H 0.253 4.140 -4.691
H 1.030 2.880 -2.773
S -1.821 1.210 1.447
C -0.753 2.472 1.947
C -0.466 2.810 3.274
C 0.434 3.828 3.538
C 1.063 4.512 2.493
C 0.777 4.181 1.180
C -0.135 3.165 0.931
S -0.704 2.792 -0.671
H -0.950 2.270 4.077
H 0.652 4.098 4.562
H 1.765 5.306 2.706
H 1.241 4.697 0.350
C 1.598 -2.037 0.404
As 0.339 -0.629 0.945
C -1.048 -1.791 1.687
C 1.324 0.089 2.512
C 1.067 -0.714 3.748
C 0.019 -0.365 4.598
C -0.217 -1.081 5.759
C 0.576 -2.177 6.073
C 1.599 -2.555 5.217
C 1.851 -1.818 4.069
H 2.083 -2.468 1.278
H 2.355 -1.618 -0.259
H 1.084 -2.836 -0.132
H -0.701 -2.222 2.625
H -1.261 -2.605 0.991
H -1.959 -1.228 1.868
H 1.024 1.125 2.654
H 2.380 0.073 2.235
H -0.610 0.479 4.343
H -1.020 -0.785 6.421
H 0.396 -2.735 6.981
H 2.200 -3.425 5.441
H 2.684 -2.089 3.430